# C24H52N2O10

A cluster of 5 separate species, C24H52N2O10 in total (the ωB97M-V functional and the def2-TZVPD basis, the Open Molecules 2025 dataset).

Geometry (Å):
C  -1.7909  -5.9244  -2.6451
O  -1.3142  -4.6844  -3.1643
C  -0.2283  -4.1414  -2.4086
C  0.7201  -5.1921  -1.7734
C  1.9671  -4.4579  -1.1545
C  1.8137  -4.1316  0.3530
C  0.7342  -3.1137  0.6428
N  -0.1661  -2.4500  0.7544
C  1.6518  -5.3905  1.2861
O  2.1640  -6.5700  0.6866
C  0.2094  -5.6416  1.6955
N  -0.9051  -5.7872  1.6701
H  -1.8590  -5.9665  -1.5443
H  -1.1730  -6.7381  -3.0793
H  -2.8134  -6.0829  -3.0428
H  0.3926  -3.5670  -3.1326
H  -0.5473  -3.3850  -1.6580
H  0.2745  -5.7726  -0.9487
H  1.0443  -5.9345  -2.5292
H  2.8431  -5.1254  -1.2723
H  2.2184  -3.5486  -1.7377
H  2.7588  -3.6390  0.6713
H  2.2318  -5.2220  2.2159
H  3.1258  -6.4593  0.6676
C  2.6167  -0.6513  1.2858
O  3.8172  -1.3894  1.0823
C  4.5414  -0.9493  -0.0618
C  5.7435  -0.1143  0.3331
O  5.3456  1.1367  0.8756
C  5.4678  1.1848  2.2899
H  2.1991  -0.9434  2.2487
H  2.8036  0.4251  1.2979
H  1.8944  -0.8915  0.5046
H  3.8926  -0.3964  -0.7478
H  4.8934  -1.8478  -0.5814
H  6.3325  0.1009  -0.5645
H  6.3824  -0.6603  1.0339
H  6.5240  1.1860  2.5765
H  4.9565  0.3432  2.7651
H  5.0121  2.1087  2.6385
C  -3.7861  -0.0024  -2.3942
O  -3.7160  0.8442  -3.5318
C  -2.4587  1.4995  -3.6400
C  -1.5961  0.8643  -4.7125
O  -1.1713  -0.4362  -4.3267
C  -1.8899  -1.4662  -4.9891
H  -4.7100  -0.5773  -2.4541
H  -2.9440  -0.6976  -2.3585
H  -3.8080  0.5993  -1.4792
H  -1.9378  1.5105  -2.6776
H  -2.6641  2.5376  -3.9233
H  -0.6927  1.4695  -4.8420
H  -2.1244  0.8364  -5.6702
H  -1.6195  -1.4895  -6.0500
H  -2.9698  -1.3320  -4.8851
H  -1.6145  -2.4185  -4.5367
C  -8.6394  2.2809  0.0286
O  -9.2631  2.2430  -1.2436
C  -9.3394  3.5253  -1.8541
C  -8.3039  3.6772  -2.9508
O  -6.9884  3.7320  -2.4150
C  -6.2762  2.5155  -2.5902
H  -8.4880  1.2540  0.3602
H  -7.6688  2.7814  -0.0151
H  -9.2856  2.7900  0.7515
H  -9.2365  4.3211  -1.1100
H  -10.3369  3.6069  -2.2987
H  -8.4762  4.6267  -3.4683
H  -8.3948  2.8707  -3.6846
H  -6.0404  2.3670  -3.6471
H  -6.8454  1.6606  -2.2141
H  -5.3437  2.5844  -2.0321
C  5.6286  4.6378  3.8894
O  5.6231  3.5333  4.7802
C  6.3995  3.7747  5.9478
C  5.5183  4.0708  7.1451
O  4.8693  5.3292  7.0100
C  3.5019  5.2031  6.6563
H  4.9037  4.4390  3.1001
H  5.3475  5.5636  4.3971
H  6.6179  4.7513  3.4342
H  7.1159  4.5849  5.7819
H  6.9668  2.8597  6.1475
H  6.1477  4.1321  8.0387
H  4.7901  3.2689  7.2988
H  2.9313  4.7892  7.4937
H  3.3729  4.5706  5.7738
H  3.1194  6.1979  6.4309

For the LUMO energy, the calculation gives 0.07 eV. The calculation puts the energy relative to the best compared isomer or geometry (same formula, charge and spin) at 13.4 kcal/mol. The gap between HOMO and LUMO is 0.3333 hartree. The SMILES is COCCC[C@@H](C#N)[C@H](O)C#N.COCCOC.COCCOC.COCCOC.COCCOC. The molecular weight is 528.684 u. Its strongest force on any atom is 4.573 eV Å⁻¹. The calculation puts the calculated total energy at -49179.0805 eV. The HOMO energy comes out at -9.0 eV.

Mulliken population analysis, charges in e, atoms 1 to 5:
1. C -0.705
2. O -0.375
3. C -0.231
4. C -0.644
5. C -1.144